{"formula": "C26H29BrN3OTl", "method": "ωB97M-V/def2-TZVPD", "symbols": ["Tl", "C", "C", "C", "C", "C", "C", "C", "Br", "C", "O", "C", "C", "C", "C", "C", "C", "H", "H", "H", "H", "H", "H", "H", "H", "H", "H", "H", "H", "H", "H", "H", "H", "H", "H", "H", "H", "N", "C", "C", "C", "C", "C", "C", "N", "C", "C", "C", "C", "N", "C", "C", "H", "H", "H", "H", "H", "H", "H", "H", "H"], "xyz": [[0.059, 0.965, -0.453], [5.953, -1.457, 4.573], [5.213, -0.155, 4.913], [4.922, -0.158, 6.416], [6.115, 1.051, 4.608], [3.936, -0.056, 4.080], [4.018, -0.064, 2.694], [2.864, 0.043, 1.950], [3.038, -0.008, 0.025], [1.564, 0.193, 2.472], [0.515, 0.292, 1.705], [1.493, 0.176, 3.898], [2.663, 0.055, 4.635], [0.129, 0.260, 4.595], [-0.762, -0.896, 4.107], [-0.551, 1.607, 4.296], [0.259, 0.142, 6.114], [6.869, -1.543, 5.162], [6.223, -1.505, 3.518], [5.317, -2.316, 4.797], [5.863, -0.233, 6.963], [4.298, -1.009, 6.696], [4.423, 0.762, 6.725], [7.042, 0.991, 5.183], [5.602, 1.977, 4.876], [6.372, 1.102, 3.550], [4.966, -0.157, 2.180], [2.582, 0.048, 5.713], [-0.917, -0.822, 3.032], [-1.736, -0.865, 4.604], [-0.291, -1.856, 4.330], [-0.716, 1.709, 3.227], [0.076, 2.435, 4.636], [-1.515, 1.669, 4.809], [0.701, -0.813, 6.406], [-0.733, 0.203, 6.566], [0.865, 0.952, 6.528], [-7.447, -1.062, -0.546], [-8.763, -0.731, -0.331], [-9.960, -1.317, -0.724], [-11.121, -0.704, -0.296], [-11.090, 0.452, 0.498], [-9.901, 1.032, 0.888], [-8.715, 0.429, 0.468], [-7.406, 0.773, 0.715], [-6.681, -0.121, 0.099], [-5.219, -0.137, 0.112], [-4.468, -1.098, -0.560], [-3.087, -1.032, -0.494], [-2.435, -0.090, 0.180], [-3.155, 0.822, 0.836], [-4.535, 0.842, 0.832], [-7.114, -1.843, -1.079], [-9.984, -2.209, -1.337], [-12.079, -1.124, -0.575], [-12.027, 0.896, 0.809], [-9.874, 1.924, 1.499], [-4.934, -1.890, -1.130], [-2.473, -1.769, -0.999], [-2.590, 1.560, 1.397], [-5.102, 1.588, 1.370]], "spin_multiplicity": 1, "max_force_ha_per_bohr": 0.0096, "relative_energy_ev": 0.0490, "gap_ev": 6.63, "total_charge": 0}